119
Properties=species:S:1:pos:R:3:forces:R:3 method="wB97M-V/def2-TZVPD" total_energy_ev=-100836.2662
S -1.5624 -1.3327 4.5438 0.449 -0.160 0.039
O 2.3602 1.9128 -6.5055 0.006 -0.010 0.003
O -2.8020 -4.5546 5.1804 0.292 -0.120 -0.632
O 1.3549 -0.1847 -1.6859 -0.002 -0.141 0.065
O -1.1368 -0.4572 5.5617 0.337 -0.166 0.216
O 3.6829 -2.6850 3.9029 0.124 0.500 -1.630
O -4.0128 -5.2938 3.4260 1.488 0.816 0.656
O 5.0317 6.6672 -1.1414 -0.070 0.028 -0.050
O -0.8408 -0.8931 3.1865 -0.928 0.207 0.258
O -7.6224 -5.9357 -1.0769 0.002 0.005 -0.023
O 4.3712 -1.4345 2.1330 -0.075 -0.732 -0.043
O -10.9983 -2.1458 0.6252 -0.011 0.010 -0.014
O -2.9609 -1.5796 4.3728 -0.276 0.143 -0.136
O -0.8991 -2.7739 4.5873 -0.401 0.620 0.154
O 10.3182 6.7571 -0.3137 -0.005 -0.002 -0.003
O -1.7282 0.3832 0.8071 0.009 -0.231 -0.022
N -4.9684 -0.5972 2.2907 0.192 -0.190 -0.287
C -9.4884 -4.5845 -1.5649 -0.040 0.090 0.078
C -11.5873 -3.7598 -3.1832 0.038 -0.035 -0.014
C 6.8471 3.2414 0.4015 0.060 0.003 0.010
C 6.9392 5.4965 -0.4169 0.107 0.051 -0.004
C 1.9135 2.5415 -1.8023 0.024 0.108 0.089
C 1.6374 -2.1949 -6.2488 -0.010 -0.013 0.055
C 9.1250 6.7276 -0.5274 0.184 0.014 0.036
C 7.1588 10.0851 -2.2773 0.054 -0.005 0.017
C 2.4468 -2.7851 1.8372 0.287 0.217 0.156
C -1.8697 -4.4334 2.8844 -0.208 0.139 1.125
C 5.6745 -0.0721 3.7157 0.012 -0.070 -0.212
C -6.9323 -4.2049 2.6649 -0.015 0.090 0.139
C 2.1959 2.2766 -4.1835 -0.007 -0.102 0.075
C -3.7677 0.2062 2.1521 -0.286 -0.011 0.037
C -8.1895 -4.4133 0.6302 -0.093 0.066 -0.027
C 6.2053 4.3606 -0.0991 -0.033 -0.127 0.035
C 6.2348 6.6801 -0.9840 -0.170 -0.052 -0.009
C -8.3687 -5.0561 -0.7016 0.130 -0.127 -0.021
C 2.5210 3.6227 -4.2935 0.013 0.111 0.054
C 8.9603 4.3848 0.2823 0.030 -0.133 0.056
C 6.4204 8.9639 -1.9413 -0.023 0.123 -0.053
C 1.8699 -0.8368 -6.3793 0.000 -0.116 -0.081
C -2.9895 -4.7768 3.8468 -1.881 -0.866 -0.711
C -1.0750 -1.9753 2.2710 -0.298 -1.546 -0.989
C 2.5430 4.4212 -3.1629 0.011 0.025 0.009
C -8.8542 -2.8027 2.2965 0.051 0.061 0.132
C 1.4229 -1.6565 1.6238 0.331 -0.585 -0.424
C -0.9786 -3.2345 3.2234 1.381 -0.430 -0.893
C 0.0298 -2.1518 1.2149 0.437 1.440 0.294
C -11.4378 -3.2114 -1.9215 -0.084 0.015 -0.116
C 5.6430 -1.2604 2.7590 0.544 0.695 0.257
C 8.4226 7.9032 -1.1159 -0.113 -0.067 0.004
C 1.4013 -1.9388 -3.8696 -0.024 -0.135 -0.034
C 8.5252 10.1243 -2.0202 -0.055 -0.009 -0.009
C 8.2259 3.2518 0.5867 -0.064 0.014 -0.010
C 7.0469 7.8715 -1.3555 0.099 -0.059 0.034
C -2.8431 -0.4401 1.1322 -0.146 -0.020 -0.175
C 2.2301 3.8832 -1.9193 0.026 0.021 -0.017
C 1.6038 0.2833 -2.7778 -0.026 -0.021 0.168
C 1.6290 -0.5746 -3.9949 0.025 0.085 -0.059
C 3.5568 -2.3224 2.7395 -0.091 -0.403 1.561
C -10.2169 -2.9854 0.2296 -0.091 0.117 0.097
C 1.8747 -0.0230 -5.2541 -0.010 0.022 0.125
C -10.6836 -4.7122 -3.6429 -0.032 0.035 0.030
C 1.4092 -2.7472 -4.9927 0.007 0.026 -0.046
C -2.4024 -1.8633 1.4938 0.071 0.252 0.759
C 2.1594 1.4324 -5.4104 0.034 0.088 -0.160
C 9.1558 9.0365 -1.4416 0.036 0.125 -0.053
C -9.6400 -5.1272 -2.8343 -0.057 -0.029 -0.131
C -9.0608 -3.4119 1.0658 0.027 -0.068 -0.109
C 1.9055 1.7315 -2.9308 0.006 -0.009 -0.130
C 8.3209 5.5122 -0.2165 -0.106 0.041 -0.043
C -7.1317 -4.8117 1.4374 0.078 0.001 0.072
C -10.3838 -3.6137 -1.1115 0.100 -0.073 0.007
C -7.7915 -3.1958 3.0907 0.053 -0.069 -0.070
H -9.5247 -2.0209 2.6248 -0.083 -0.012 -0.079
H 6.6705 10.9327 -2.7391 -0.004 0.015 0.002
H -6.4657 -5.5931 1.0999 -0.019 -0.013 -0.072
H 2.0522 -0.4029 -7.3522 0.023 0.100 0.029
H -5.8065 -0.0549 2.3929 -0.116 0.054 0.196
H -10.7965 -5.1316 -4.6336 -0.009 -0.010 -0.010
H 5.9716 -2.1672 3.2479 -0.290 -0.294 0.139
H 10.0313 4.3986 0.4272 0.019 0.104 -0.019
H 5.3574 8.9303 -2.1337 -0.025 -0.087 0.051
H 6.2739 2.3564 0.6451 -0.010 -0.012 -0.003
H -1.7896 1.1650 1.3538 0.176 0.297 0.145
H 1.6752 2.1157 -0.8375 -0.016 -0.100 -0.031
H -3.3248 -3.7791 5.4098 -0.205 0.141 0.309
H 4.6728 0.2907 3.9062 -0.220 -0.035 0.172
H -2.3168 -2.4128 0.5660 0.293 -0.272 -0.169
H 2.8063 5.4672 -3.2456 0.011 0.012 0.020
H -1.2359 -5.3118 2.8271 0.099 -0.261 0.122
H 6.3430 -1.0697 1.9558 -0.023 -0.060 -0.374
H 6.1489 -0.3314 4.6530 -0.010 -0.049 0.236
H -7.6279 -2.7165 4.0472 -0.014 -0.002 0.025
H 6.2321 0.7446 3.2738 0.104 0.247 -0.037
H 1.2357 -3.8103 -4.8926 -0.007 -0.012 -0.003
H 1.2208 -2.3625 -2.8916 -0.010 0.089 0.057
H 5.1348 4.3561 -0.2496 -0.009 0.086 -0.054
H 2.0233 -3.6716 2.2917 -0.155 -0.099 0.206
H 0.0299 -3.5847 3.0565 0.257 -0.090 0.153
H 10.2181 9.0599 -1.2438 0.015 -0.100 0.030
H -12.4070 -3.4429 -3.8141 -0.009 0.003 -0.010
H -4.8757 -1.2782 3.0252 -0.177 0.020 0.217
H 0.0830 -3.1874 0.8924 -0.251 -0.302 0.126
H 2.8982 -3.0828 0.8947 -0.081 -0.026 -0.240
H -3.1704 -2.3702 2.0629 -0.488 0.180 -0.039
H 1.7955 -1.0710 0.7936 0.074 0.401 -0.014
H 1.4097 -1.0191 2.4995 -0.251 0.126 0.159
H 1.6369 -2.8275 -7.1261 -0.001 -0.010 -0.009
H -2.3372 -4.3406 1.9167 -0.047 0.148 -0.251
H 9.0987 11.0050 -2.2763 0.005 0.011 -0.005
H -3.4459 -0.5392 0.2345 -0.154 -0.023 -0.216
H 8.7269 2.3731 0.9704 0.008 -0.010 0.010
H -3.2631 0.3709 3.1002 0.163 0.090 0.141
H 2.2418 4.5146 -1.0406 0.013 0.025 -0.002
H -8.9379 -5.8708 -3.1840 0.055 -0.018 0.092
H -6.1042 -4.5159 3.2890 -0.070 -0.012 -0.063
H 2.7604 4.0373 -5.2625 -0.032 -0.079 -0.062
H -4.0645 1.1832 1.7806 0.059 0.207 -0.221
H -12.1341 -2.4677 -1.5607 0.048 0.027 0.091
H -0.2706 -1.5794 0.3475 -0.057 0.130 -0.206